Entry from OMol25: a molecular structure, C18H24Br6N6O12 (ωB97M-V/def2-TZVPD).

Values from the calculation:
* E_HOMO: -9.69 eV
* Kohn-Sham gap: 9.226 eV

Last column: Mulliken charge in e.
Atoms and positions in Å:
Br: 3.02 7.45 -0.91  -0.003
Br: -0.89 -4.73 4.47  -0.023
Br: 1.81 -2.95 4.13  0.010
Br: -1.04 -1.56 4.93  -0.028
Br: 3.16 4.27 -1.19  0.050
Br: 4.43 5.68 1.44  -0.052
O: -0.38 0.21 -2.19  -0.534
O: -6.77 -1.95 1.50  -0.611
O: 2.19 -3.87 -1.47  -0.567
O: -0.26 -1.74 -1.31  -0.473
O: 0.52 5.08 -3.20  -0.508
O: -2.64 -3.36 -3.33  -0.550
O: 1.01 -3.56 0.29  -0.452
O: -8.18 -0.75 0.41  -0.602
O: -0.27 3.90 -1.60  -0.463
O: 6.36 0.79 4.49  -0.542
O: -1.22 -2.25 -4.48  -0.554
O: 4.34 0.55 3.79  -0.512
N: -0.24 4.25 -2.76  0.837
N: 5.26 1.22 4.19  0.910
N: -7.06 -1.19 0.60  1.009
N: 2.04 -3.55 -0.32  0.972
N: -0.08 -0.55 -1.29  0.867
N: -1.56 -3.24 -3.86  1.013
C: 0.32 -0.61 1.13  0.087
C: 1.66 1.09 2.21  -0.908
C: -5.33 0.35 -2.35  -0.638
C: -3.74 -1.03 -1.11  -0.192
C: -1.10 3.50 -3.70  -0.675
C: 0.08 -3.14 5.07  -0.349
C: 0.50 0.05 -0.09  0.047
C: 0.95 -0.11 2.24  -0.204
C: -4.72 -1.34 -0.17  -0.574
C: 1.85 1.72 0.98  -0.009
C: -5.99 -0.82 -0.36  -0.077
C: 3.26 -3.19 0.45  -0.734
C: 1.22 1.22 -0.15  0.265
C: 4.06 5.86 -0.48  -0.367
C: -0.57 -4.31 -3.71  -0.623
C: -4.07 -0.25 -2.20  -0.324
C: -6.31 0.01 -1.40  -0.255
C: 5.11 2.70 4.29  -0.685
H: 5.05 5.87 -0.90  0.404
H: 4.18 3.01 3.83  0.208
H: -1.08 3.95 -4.68  0.310
H: -1.12 -5.23 -3.88  0.286
H: 3.45 -4.11 1.01  0.329
H: -7.30 0.42 -1.56  0.446
H: -4.51 -1.93 0.70  0.477
H: 0.22 -4.19 -4.44  0.279
H: 1.34 1.82 -1.04  0.093
H: -0.69 2.49 -3.69  0.240
H: 4.10 -3.07 -0.22  0.307
H: -0.29 -1.50 1.18  0.315
H: 0.26 -3.24 6.13  0.422
H: 2.05 1.50 3.12  0.357
H: 0.86 -0.58 3.21  0.061
H: 2.43 2.63 0.93  -0.046
H: 6.05 3.12 3.95  0.317
H: 3.02 -2.41 1.16  0.151
H: -0.09 -4.23 -2.73  0.164
H: 5.09 2.94 5.36  0.302
H: -2.11 3.48 -3.30  0.284
H: -2.80 -1.51 -0.88  0.503
H: -3.36 -0.04 -2.99  0.400
H: -5.47 0.96 -3.22  0.411

***

Entry from OMol25: C8H7N3 in the gas phase (ωB97M-V/def2-TZVPD).

Values from the calculation:
* E_HOMO: -9.35 eV
* Kohn-Sham gap: 8.744 eV
* SMILES: Cc1nnc2ccccc2n1

Last column: Mulliken charge in e.
Atoms and positions in Å:
N: 1.73 1.31 0.03  -0.426
N: 1.01 -1.00 -0.10  -0.558
N: 0.56 1.82 -0.10  -0.445
C: -1.83 1.44 -0.08  -0.519
C: -0.47 0.94 -0.11  0.393
C: -2.85 0.58 0.07  -0.417
C: -1.36 -1.34 -0.08  -0.324
C: 3.37 -0.39 0.04  -0.972
C: -2.63 -0.88 0.00  -0.398
C: 1.92 -0.01 -0.03  0.582
C: -0.25 -0.46 -0.10  0.852
H: 4.05 0.04 -0.73  0.266
H: -2.01 2.50 0.04  0.387
H: 3.76 0.06 0.94  0.263
H: -3.88 0.90 0.16  0.361
H: 3.54 -1.48 0.04  0.298
H: -1.16 -2.48 -0.14  0.285
H: -3.49 -1.54 0.15  0.371

***

Entry from OMol25: a molecular structure, C38H38BHgN9O3 (ωB97M-V/def2-TZVPD).

Values from the calculation:
* total charge: -1
* multiplicity: 2
* E_HOMO (spin up / spin down): -1.43 / -4.84 eV
* Kohn-Sham gap (spin up / spin down): 3.880 / 7.281 eV

Last column: Mulliken charge in e.
Atoms and positions in Å:
Hg: 2.38 0.02 0.38  0.222
O: -0.13 1.76 0.86  -0.594
O: 1.60 3.10 0.27  -0.549
O: -3.70 -0.25 -1.47  -0.196
N: 0.15 -3.57 -0.37  -0.390
N: -5.33 1.14 -2.03  -0.588
N: -1.48 -3.99 1.01  1.082
N: 1.51 1.11 -4.24  -1.061
N: -5.49 0.85 -0.72  -0.635
N: 1.63 -0.06 -2.33  0.022
N: -1.24 -5.16 0.38  -1.141
N: 2.27 -1.31 3.23  -0.303
N: 0.60 0.12 -4.25  0.919
C: -4.53 -0.01 -0.39  0.340
C: -0.26 -4.86 -0.43  -0.350
C: -4.92 -0.29 2.04  -1.214
C: 5.51 -2.88 1.55  -0.543
C: -4.67 -0.98 3.20  -0.517
C: -4.31 -0.71 0.81  0.154
C: -1.50 3.05 -0.60  -1.734
C: -0.26 -0.04 -5.41  -0.916
C: 5.55 -3.78 0.50  -0.533
C: -2.31 0.24 -3.92  0.062
C: 5.80 -0.24 3.08  -0.687
C: -3.49 -1.87 0.84  -0.008
C: 5.88 0.60 4.17  -0.798
C: 0.92 4.55 2.04  -2.029
C: -2.54 0.34 -6.31  -0.961
C: -2.51 -3.87 2.03  -0.983
C: 3.79 -2.55 -0.57  -0.422
C: 0.47 5.12 -0.34  -1.901
C: 0.54 4.00 0.67  1.713
C: -1.67 3.30 1.87  -1.864
C: -3.28 -2.56 2.01  1.016
C: -0.72 3.07 0.70  1.841
C: 3.48 -0.70 3.53  0.705
C: -1.74 0.18 -5.17  1.010
C: -0.64 -3.06 0.56  -0.583
C: 4.68 -3.61 -0.57  -0.793
C: -4.27 0.50 -2.46  0.207
C: 4.62 -0.89 2.73  0.582
C: 0.69 -0.58 -3.10  -0.587
C: -3.89 0.64 -6.16  -0.497
C: -3.68 0.50 -3.76  0.098
C: 4.60 -1.82 1.55  0.803
C: -3.83 -2.12 3.21  -1.040
C: 2.11 0.96 -3.08  -0.679
C: 3.72 -1.63 0.48  -0.158
C: 3.57 0.15 4.64  -0.929
C: -4.46 0.73 -4.91  -0.985
C: 4.75 0.80 4.95  -0.504
B: 1.20 1.80 0.50  0.572
H: 0.18 -5.59 -1.09  0.445
H: 1.88 5.06 1.95  0.520
H: 2.89 1.62 -2.75  0.532
H: 0.11 0.72 -6.10  0.394
H: -2.02 4.00 -0.77  0.355
H: -3.07 -2.22 -0.09  0.650
H: 1.40 5.69 -0.31  0.480
H: 0.05 -1.41 -2.85  0.728
H: 4.70 -4.31 -1.40  0.397
H: 4.78 1.46 5.81  0.373
H: -0.63 -2.03 0.90  0.815
H: -1.17 3.13 2.82  0.377
H: -2.07 4.31 1.85  0.354
H: -2.51 2.60 1.79  0.398
H: 0.18 5.25 2.41  0.331
H: -0.85 2.85 -1.45  0.304
H: 6.81 1.10 4.41  0.386
H: 1.63 -1.43 3.99  0.238
H: -0.36 5.80 -0.11  0.332
H: 2.69 0.30 5.25  0.337
H: -2.25 2.26 -0.55  0.251
H: 6.67 -0.40 2.45  0.457
H: -2.09 0.28 -7.30  0.410
H: 0.33 4.74 -1.35  0.331
H: 1.04 3.74 2.76  0.346
H: 2.30 -2.08 2.59  0.207
H: -1.71 0.11 -3.03  0.458
H: -5.12 -0.64 4.12  0.367
H: -3.65 -2.65 4.14  0.376
H: -0.09 -1.01 -5.87  0.335
H: -5.51 0.94 -4.78  0.493
H: -3.17 -4.72 1.87  0.298
H: 6.18 -3.00 2.39  0.435
H: 6.26 -4.59 0.51  0.364
H: 3.12 -2.43 -1.42  0.298
H: -5.55 0.58 2.03  0.448
H: -4.50 0.79 -7.04  0.367
H: -2.05 -4.00 3.02  0.337

***

Entry from OMol25: 16 unconnected molecules or ions with the total composition C2H35O16 (ωB97M-V/def2-TZVPD).

Values from the calculation:
* total charge: -1
* E_HOMO: -6.14 eV
* Kohn-Sham gap: 8.549 eV

Last column: Mulliken charge in e.
Atoms and positions in Å:
O: 26.14 -2.94 -22.40  -0.702
O: 23.93 -1.28 -21.52  -0.623
O: 27.59 -3.40 -19.41  -0.575
O: 25.50 0.61 -20.03  -0.405
O: 26.89 -3.29 -16.78  -0.727
O: 25.43 1.96 -23.65  -0.711
O: 24.66 -4.18 -20.12  -0.673
O: 23.41 -0.38 -18.22  -0.754
O: 26.18 2.35 -18.07  -0.700
O: 28.67 1.49 -18.76  -0.893
O: 27.73 1.11 -15.92  -0.687
O: 28.67 3.97 -19.73  -0.701
O: 25.23 -0.86 -24.00  -0.732
O: 23.58 2.33 -21.24  -0.616
O: 25.44 -0.49 -16.19  -0.670
O: 26.39 2.90 -21.33  -0.771
C: 27.33 -0.29 -20.95  -1.653
C: 26.39 -0.42 -19.77  -0.444
H: 26.01 -2.33 -23.11  0.460
H: 26.89 -3.23 -17.80  0.470
H: 24.19 -0.32 -18.71  0.190
H: 28.01 1.66 -18.13  0.367
H: 25.37 0.10 -23.94  0.384
H: 26.31 -2.43 -21.64  0.136
H: 22.69 -0.49 -18.84  0.250
H: 24.77 0.20 -16.36  0.276
H: 24.15 1.81 -20.66  0.352
H: 28.26 -2.74 -19.18  0.302
H: 26.97 -2.36 -16.56  0.293
H: 24.55 -0.94 -23.36  0.315
H: 24.89 -1.24 -16.53  0.328
H: 24.55 -0.77 -20.99  0.258
H: 28.41 3.07 -19.56  0.276
H: 26.04 -1.41 -19.82  0.425
H: 26.75 -0.25 -18.80  0.823
H: 25.02 2.81 -23.89  0.297
H: 24.18 -3.40 -20.46  0.361
H: 26.04 2.26 -22.90  0.347
H: 26.18 2.04 -20.91  0.337
H: 28.39 0.87 -16.58  0.364
H: 28.31 0.72 -19.23  0.443
H: 22.70 2.31 -20.86  0.255
H: 28.12 4.60 -19.26  0.317
H: 26.08 2.10 -18.95  0.392
H: 27.35 3.08 -21.19  0.406
H: 27.82 0.66 -21.10  0.547
H: 25.46 -4.16 -20.66  0.297
H: 23.04 -1.05 -21.25  0.204
H: 26.91 0.65 -16.20  0.401
H: 26.85 -0.48 -21.92  0.339
H: 28.04 -4.25 -19.20  0.266
H: 25.36 2.09 -17.66  0.277
H: 28.14 -1.12 -20.89  0.283

***

Entry from OMol25: C6H8FN in the gas phase (ωB97M-V/def2-TZVPD).

Values from the calculation:
* E_HOMO: -9.91 eV
* Kohn-Sham gap: 10.621 eV
* SMILES: C/C=C(/C)[C@@H](F)C#N

Last column: Mulliken charge in e.
Atoms and positions in Å:
F: -1.37 1.74 0.34  -0.281
N: 1.04 2.14 -2.03  -0.435
C: 1.41 0.40 1.51  -1.195
C: -0.81 0.94 -0.63  0.021
C: 0.56 -0.57 0.80  -0.267
C: -1.08 -1.54 -0.72  -1.380
C: 0.25 1.64 -1.33  0.167
C: -0.36 -0.39 -0.14  0.886
H: 1.38 0.32 2.59  0.359
H: 0.83 -1.65 1.00  0.221
H: -0.88 -1.68 -1.78  0.309
H: 2.44 0.35 1.17  0.293
H: 1.02 1.42 1.32  0.298
H: -0.68 -2.41 -0.17  0.356
H: -1.57 0.87 -1.36  0.336
H: -2.18 -1.58 -0.57  0.312

***

Entry from OMol25: C5H7NO in the gas phase (ωB97M-V/def2-TZVPD).

Values from the calculation:
* E_HOMO: -9.06 eV
* Kohn-Sham gap: 9.951 eV

Last column: Mulliken charge in e.
Atoms and positions in Å:
O: 1.36 0.35 -0.51  -0.424
N: 1.68 -1.76 0.44  -0.705
C: -0.70 0.97 0.63  -0.517
C: 0.98 -0.73 0.24  0.226
C: -0.40 -0.48 0.76  0.081
C: 0.47 1.45 -0.20  -0.211
C: -1.41 -0.40 -0.39  -0.720
H: 2.59 -1.67 -0.01  0.278
H: -1.74 0.74 -0.35  0.243
H: 0.20 1.95 -1.13  0.303
H: -1.00 -0.63 -1.37  0.315
H: 1.02 2.16 0.43  0.299
H: -0.70 -1.06 1.62  0.492
H: -2.36 -0.87 -0.16  0.340

***

| no. | total energy (eV) | largest force on an atom (eV/Å) |
| --- | --- | --- |
| 1 | -472802.8718 | 1.9 |
| 2 | -12878.5986 | 2.7 |
| 3 | -64430.6596 | 0.6 |
| 4 | -35404.3174 | 3.9 |
| 5 | -10557.8972 | 3.4 |
| 6 | -8832.2581 | 0.4 |